# 1
Computed, not measured: a structure of composition C22H46AlO4S, with ωB97M-V/def2-TZVPD.

Kohn-Sham gap = 0.261 Ha
Charge = -1
E_HOMO = -4.412 eV
Spin multiplicity = 1

```
74
C22H46AlO4S (ωB97M-V/def2-TZVPD)
C 3.296 2.402 1.237
C 2.165 1.476 0.721
C 1.904 0.314 1.702
Al 1.103 -1.307 0.766
S -0.931 -0.781 -0.236
O 0.924 2.150 0.569
C 0.913 3.273 -0.290
C 1.610 3.069 -1.613
C 1.033 2.215 -2.556
C 1.680 1.994 -3.766
C 2.889 2.618 -4.041
C 3.460 3.481 -3.113
C 2.815 3.697 -1.896
H 4.193 2.236 0.644
H 3.044 3.460 1.254
H 3.535 2.125 2.258
H 2.484 0.998 -0.207
H 1.278 0.680 2.516
H 2.872 0.000 2.097
H 0.846 -2.534 1.796
H 2.080 -1.828 -0.413
H -0.554 0.168 -1.098
H 1.303 4.150 0.235
H -0.139 3.476 -0.481
H 0.103 1.722 -2.326
H 1.227 1.317 -4.474
H 3.378 2.420 -4.983
H 4.400 3.974 -3.305
H 3.260 4.349 -1.160
C -4.006 0.714 1.248
C -5.460 1.096 1.040
O -6.031 0.470 -0.099
C -6.008 -0.945 -0.084
C -6.803 -1.572 1.048
H -3.419 0.952 0.363
H -3.582 1.250 2.098
H -3.883 -0.351 1.438
H -5.542 2.168 0.854
H -6.056 0.888 1.938
H -4.973 -1.304 -0.080
H -6.442 -1.256 -1.035
H -6.406 -1.301 2.027
H -6.774 -2.659 0.965
H -7.845 -1.246 1.009
C -3.883 -2.105 -3.121
C -4.105 -3.588 -2.897
O -5.463 -3.996 -3.006
C -6.083 -3.756 -4.251
C -5.414 -4.452 -5.425
H -4.480 -1.521 -2.421
H -2.833 -1.855 -2.970
H -4.159 -1.795 -4.132
H -3.807 -3.847 -1.881
H -3.474 -4.181 -3.569
H -6.162 -2.679 -4.440
H -7.102 -4.130 -4.143
H -4.393 -4.102 -5.580
H -5.974 -4.263 -6.342
H -5.374 -5.530 -5.256
C 6.940 -1.584 4.176
C 6.517 -0.396 3.327
O 5.535 0.422 3.930
C 5.880 1.023 5.159
C 7.089 1.942 5.085
H 6.074 -2.198 4.426
H 7.657 -2.197 3.629
H 7.412 -1.274 5.110
H 6.060 -0.756 2.405
H 7.390 0.200 3.035
H 6.023 0.261 5.935
H 5.003 1.603 5.449
H 7.997 1.405 4.806
H 7.263 2.411 6.054
H 6.924 2.725 4.343
```

Quick look at the Mulliken charges, all values in e: number 1, C, carries -1.314; number 2, C, carries 0.655; number 3, C, carries -0.742; number 4, Al, carries 0.369; number 5, S, carries -0.319; number 6, O, carries -0.359; number 7, C, carries -1.334; number 8, C, carries 0.797; number 9, C, carries -0.108; number 10, C, carries -0.704; number 11, C, carries -0.347; number 12, C, carries -0.670; number 13, C, carries -0.211; number 14, H, carries 0.206; number 15, H, carries 0.305; number 16, H, carries 0.353; number 17, H, carries 0.301; number 18, H, carries 0.377; number 19, H, carries -0.071; number 20, H, carries -0.367; number 21, H, carries -0.319; number 22, H, carries -0.151; number 23, H, carries 0.384; number 24, H, carries 0.474; number 25, H, carries 0.345; number 26, H, carries 0.386; number 27, H, carries 0.365; number 28, H, carries 0.367; number 29, H, carries 0.312; number 30, C, carries -0.927; number 31, C, carries -0.371; number 32, O, carries -0.443; number 33, C, carries 0.069; number 34, C, carries -1.275; number 35, H, carries 0.243; number 36, H, carries 0.440; number 37, H, carries 0.238; number 38, H, carries 0.335; number 39, H, carries 0.283; number 40, H, carries 0.116; number 41, H, carries 0.314; number 42, H, carries 0.285; number 43, H, carries 0.411; number 44, H, carries 0.309; number 45, C, carries -0.819; number 46, C, carries -0.384; number 47, O, carries -0.446; number 48, C, carries -0.319; number 49, C, carries -1.071; number 50, H, carries 0.106; number 51, H, carries 0.341; number 52, H, carries 0.318; number 53, H, carries 0.332; number 54, H, carries 0.331; number 55, H, carries 0.285; number 56, H, carries 0.369; number 57, H, carries 0.273; number 58, H, carries 0.395; number 59, H, carries 0.278; number 60, C, carries -1.143; number 61, C, carries -0.319; number 62, O, carries -0.328; number 63, C, carries -0.365; number 64, C, carries -1.062; number 65, H, carries 0.316; number 66, H, carries 0.397; number 67, H, carries 0.267; number 68, H, carries 0.350; number 69, H, carries 0.314; number 70, H, carries 0.307; number 71, H, carries 0.332; number 72, H, carries 0.266; number 73, H, carries 0.392; number 74, H, carries 0.281

# 2
Computed, not measured: a cluster of 5 separate species, C22H46BrClN4O6 in total, with ωB97M-V/def2-TZVPD.

Kohn-Sham gap = 0.245 Ha
Charge = 0
E_HOMO = -8.889 eV
Spin multiplicity = 1

```
80
C22H46BrClN4O6 (ωB97M-V/def2-TZVPD)
O -3.785 1.557 -0.456
C -2.538 1.181 -0.749
C -1.513 0.697 0.481
C -0.494 -0.385 0.177
Cl 0.752 -1.001 1.411
C -0.563 -1.001 -1.367
O -0.432 -2.304 -1.633
C -0.863 0.117 -2.558
Br 0.062 0.050 -4.362
C -1.860 1.186 -2.259
H -1.540 1.203 1.541
H -2.155 1.993 -3.054
C -1.182 5.295 -4.466
O -1.500 4.670 -3.233
C -0.799 5.200 -2.103
C -1.429 6.479 -1.507
C -1.143 7.735 -2.325
N -2.884 6.338 -1.341
H -0.133 5.603 -4.517
H -1.840 6.149 -4.634
H -1.369 4.575 -5.268
H -0.841 4.416 -1.338
H 0.263 5.344 -2.338
H -0.985 6.633 -0.516
H -1.739 7.789 -3.240
H -1.380 8.633 -1.741
H -0.085 7.792 -2.601
H -3.064 5.550 -0.718
H -3.262 6.026 -2.241
C -5.091 -2.246 -4.886
O -4.075 -1.742 -4.032
C -4.349 -1.893 -2.635
C -4.002 -3.288 -2.067
C -5.025 -4.362 -2.425
N -2.670 -3.732 -2.502
H -6.091 -2.110 -4.465
H -4.906 -3.299 -5.106
H -5.037 -1.700 -5.832
H -3.714 -1.156 -2.130
H -5.386 -1.612 -2.410
H -3.994 -3.203 -0.973
H -4.945 -4.693 -3.464
H -4.880 -5.250 -1.798
H -6.046 -4.004 -2.257
H -1.979 -3.053 -2.180
H -2.638 -3.640 -3.523
C 2.985 -3.974 -0.453
O 4.000 -3.470 0.401
C 3.726 -3.621 1.798
C 4.073 -5.016 2.366
C 3.051 -6.090 2.008
N 5.406 -5.460 1.931
H 1.985 -3.838 -0.033
H 3.170 -5.027 -0.673
H 3.039 -3.428 -1.399
H 4.362 -2.884 2.302
H 2.690 -3.340 2.022
H 4.081 -4.931 3.460
H 3.131 -6.421 0.969
H 3.196 -6.978 2.635
H 2.030 -5.732 2.176
H 6.097 -4.781 2.253
H 5.437 -5.369 0.910
C 1.050 0.708 5.278
O 1.722 1.232 4.144
C 2.611 2.317 4.432
C 4.005 1.879 4.937
C 4.011 1.432 6.396
N 4.566 0.803 4.105
H 0.813 1.481 6.014
H 1.646 -0.085 5.733
H 0.113 0.258 4.937
H 2.747 2.844 3.481
H 2.140 3.032 5.118
H 4.668 2.749 4.864
H 3.575 0.439 6.536
H 5.039 1.383 6.775
H 3.461 2.139 7.025
H 4.644 1.141 3.145
H 3.857 0.066 4.044
```

Quick look at the Mulliken charges, all values in e: number 1, O, carries -0.566; number 2, C, carries 0.357; number 3, C, carries -0.369; number 4, C, carries 0.044; number 5, Cl, carries -0.084; number 6, C, carries 0.607; number 7, O, carries -0.727; number 8, C, carries 0.190; number 9, Br, carries -0.108; number 10, C, carries -0.158; number 11, H, carries 0.348; number 12, H, carries 0.296; number 13, C, carries -0.782; number 14, O, carries -0.283; number 15, C, carries -0.688; number 16, C, carries 0.349; number 17, C, carries -1.400; number 18, N, carries -0.739; number 19, H, carries 0.350; number 20, H, carries 0.255; number 21, H, carries 0.252; number 22, H, carries 0.291; number 23, H, carries 0.425; number 24, H, carries 0.401; number 25, H, carries 0.280; number 26, H, carries 0.358; number 27, H, carries 0.340; number 28, H, carries 0.267; number 29, H, carries 0.336; number 30, C, carries -0.740; number 31, O, carries -0.296; number 32, C, carries 0.022; number 33, C, carries 0.343; number 34, C, carries -1.556; number 35, N, carries -0.609; number 36, H, carries 0.336; number 37, H, carries 0.250; number 38, H, carries 0.236; number 39, H, carries -0.352; number 40, H, carries 0.531; number 41, H, carries 0.411; number 42, H, carries 0.287; number 43, H, carries 0.380; number 44, H, carries 0.349; number 45, H, carries 0.183; number 46, H, carries 0.380; number 47, C, carries -0.596; number 48, O, carries -0.416; number 49, C, carries -0.304; number 50, C, carries 0.260; number 51, C, carries -1.366; number 52, N, carries -0.738; number 53, H, carries 0.267; number 54, H, carries 0.224; number 55, H, carries 0.265; number 56, H, carries 0.286; number 57, H, carries 0.165; number 58, H, carries 0.405; number 59, H, carries 0.280; number 60, H, carries 0.347; number 61, H, carries 0.329; number 62, H, carries 0.275; number 63, H, carries 0.315; number 64, C, carries -0.733; number 65, O, carries -0.226; number 66, C, carries -0.750; number 67, C, carries 0.332; number 68, C, carries -1.377; number 69, N, carries -0.706; number 70, H, carries 0.334; number 71, H, carries 0.249; number 72, H, carries 0.224; number 73, H, carries 0.319; number 74, H, carries 0.405; number 75, H, carries 0.421; number 76, H, carries 0.264; number 77, H, carries 0.347; number 78, H, carries 0.346; number 79, H, carries 0.274; number 80, H, carries 0.281

# 3
Computed, not measured: a structure of composition C22H46CaN3OP2, with ωB97M-V/def2-TZVPD.

Kohn-Sham gap = 0.279 Ha
Charge = +1
E_HOMO = -9.784 eV
Spin multiplicity = 1

```
75
C22H46CaN3OP2 (ωB97M-V/def2-TZVPD)
Ca -0.788 -0.049 0.179
P 0.114 -2.207 -1.221
P 0.295 2.404 0.669
N 0.344 0.775 -2.021
C 0.956 -1.570 -2.714
H 1.850 -2.191 -2.876
H 0.278 -1.736 -3.565
C 1.366 -0.091 -2.662
H 2.297 0.046 -2.088
H 1.566 0.263 -3.692
C 0.688 2.242 -2.147
H -0.216 2.781 -2.464
H 1.446 2.355 -2.940
C 1.252 2.828 -0.847
H 1.281 3.922 -0.928
H 2.287 2.482 -0.694
C 1.056 3.029 2.224
C 1.884 1.882 2.832
H 2.769 1.630 2.244
H 1.278 0.967 2.933
H 2.211 2.157 3.845
C -1.283 3.331 0.376
C -2.387 2.877 1.354
H -3.331 2.777 0.803
H -2.531 3.628 2.140
H -2.199 1.913 1.858
C -1.544 -2.834 -1.817
C -2.308 -3.600 -0.725
H -3.353 -3.679 -1.045
H -2.310 -3.109 0.258
H -1.926 -4.626 -0.615
C 1.090 -3.598 -0.539
C 0.583 -3.901 0.884
H 1.338 -4.484 1.427
H -0.346 -4.488 0.867
H 0.389 -2.997 1.476
C 2.066 -0.657 0.455
O 3.140 -0.809 0.836
C -1.087 4.857 0.366
H -0.076 5.186 0.639
H -1.315 5.249 -0.633
H -1.800 5.323 1.055
C -1.513 -3.618 -3.138
H -2.191 -4.476 -3.064
H -1.898 -2.993 -3.953
H -0.526 -3.991 -3.428
C 1.129 -4.841 -1.420
H 1.760 -5.590 -0.923
H 0.135 -5.285 -1.559
H 1.577 -4.637 -2.399
C 0.092 3.570 3.279
H -0.653 2.820 3.582
H 0.684 3.817 4.171
H -0.424 4.483 2.968
H 1.723 3.834 1.872
H 2.116 -3.193 -0.462
H -1.575 3.001 -0.636
H -2.082 -1.881 -1.995
H -0.553 0.644 -2.526
H -2.214 0.548 -1.289
C -0.105 -2.173 5.643
C -0.755 -1.648 4.429
C -2.100 -1.469 4.107
C -2.134 -0.981 2.800
N -0.866 -0.840 2.327
N -0.054 -1.251 3.356
C -3.334 -0.668 1.990
H -0.350 -1.538 6.505
H -0.463 -3.190 5.850
H 0.986 -2.204 5.527
H -2.955 -1.670 4.732
H 0.963 -1.257 3.266
H -3.978 -1.564 1.904
H -3.933 0.126 2.476
H -3.145 -0.328 0.949
```

Quick look at the Mulliken charges, all values in e: number 1, Ca, carries 0.471; number 2, P, carries 0.427; number 3, P, carries -0.121; number 4, N, carries 0.157; number 5, C, carries -1.178; number 6, H, carries 0.417; number 7, H, carries 0.506; number 8, C, carries -1.192; number 9, H, carries 0.443; number 10, H, carries 0.551; number 11, C, carries -1.338; number 12, H, carries 0.457; number 13, H, carries 0.439; number 14, C, carries -0.628; number 15, H, carries 0.570; number 16, H, carries 0.470; number 17, C, carries 0.483; number 18, C, carries -1.244; number 19, H, carries 0.314; number 20, H, carries 0.025; number 21, H, carries 0.494; number 22, C, carries 0.705; number 23, C, carries -1.340; number 24, H, carries 0.386; number 25, H, carries 0.471; number 26, H, carries -0.093; number 27, C, carries 0.833; number 28, C, carries -1.714; number 29, H, carries 0.534; number 30, H, carries 0.180; number 31, H, carries 0.321; number 32, C, carries 0.371; number 33, C, carries -1.444; number 34, H, carries 0.478; number 35, H, carries 0.262; number 36, H, carries 0.129; number 37, C, carries 0.282; number 38, O, carries -0.251; number 39, C, carries -1.734; number 40, H, carries 0.418; number 41, H, carries 0.289; number 42, H, carries 0.444; number 43, C, carries -1.654; number 44, H, carries 0.394; number 45, H, carries 0.389; number 46, H, carries 0.375; number 47, C, carries -1.577; number 48, H, carries 0.469; number 49, H, carries 0.266; number 50, H, carries 0.344; number 51, C, carries -1.506; number 52, H, carries 0.199; number 53, H, carries 0.521; number 54, H, carries 0.299; number 55, H, carries 0.679; number 56, H, carries 0.532; number 57, H, carries 0.445; number 58, H, carries 0.163; number 59, H, carries 0.263; number 60, H, carries -0.006; number 61, C, carries -1.312; number 62, C, carries 0.401; number 63, C, carries -1.321; number 64, C, carries 0.749; number 65, N, carries 1.087; number 66, N, carries -0.572; number 67, C, carries -1.397; number 68, H, carries 0.310; number 69, H, carries 0.328; number 70, H, carries 0.319; number 71, H, carries 0.550; number 72, H, carries 0.145; number 73, H, carries 0.388; number 74, H, carries 0.387; number 75, H, carries 0.296